Here is a 3-piece molecular cluster, C27H47IN4O4 overall at a distorted geometry from OMol25. Energies are from wB97M-V/def2-TZVPD.

Structure (XYZ):
```
83
Properties=species:S:1:pos:R:3:forces:R:3:mulliken_spin:R:1
C 0.35152 -0.34901 -0.39255 0.10 0.43 0.23 0.002
C 1.41543 0.56885 -1.18954 0.18 -1.64 0.07 0.000
I 2.08126 2.26370 0.06329 -0.22 -0.51 -0.62 0.000
C 2.76234 -0.30604 -1.45032 -2.24 0.56 0.92 0.000
O 3.61483 0.49643 -2.30549 1.94 -0.51 1.66 0.000
C 4.99765 0.23345 -2.06964 1.74 -3.11 -3.63 0.000
O 5.55136 -0.58929 -2.84688 -1.87 3.47 3.45 0.000
N 5.76305 0.92748 -0.98554 -3.31 -1.81 0.28 0.000
C 5.78388 -0.04700 0.12434 0.19 -3.47 4.64 0.000
C 6.34399 -1.50101 0.02352 -0.49 0.78 0.82 0.000
C 6.34461 -2.54355 1.15082 -1.30 3.83 -0.65 0.000
N 5.79329 -2.23468 2.42111 0.36 2.47 -3.07 0.000
C 5.30353 -0.91558 2.56620 -0.01 0.93 -1.24 0.000
C 5.22300 0.25114 1.56795 1.70 -3.20 -1.92 0.000
H -0.06679 0.17363 0.54813 0.64 -0.73 -1.67 0.000
H 0.87918 -1.30040 -0.01972 -0.95 1.25 -0.74 0.002
H -0.52591 -0.58026 -1.10260 1.43 0.11 1.21 0.000
H 0.94919 0.94790 -2.16192 0.96 -0.25 1.47 0.000
H 3.18902 -0.52455 -0.41510 -0.22 0.34 -1.46 -0.001
H 2.42994 -1.29793 -1.90736 0.74 1.31 0.16 0.000
H 5.09321 1.66559 -0.66897 0.82 -0.39 -0.14 0.000
H 6.78617 -1.81966 -0.98837 -0.80 0.59 1.74 0.000
H 6.78691 -3.58031 0.92182 -0.87 1.85 0.66 0.000
H 4.86726 -0.67680 3.60742 0.81 -0.55 -1.83 0.000
H 4.76238 1.26785 1.83152 0.80 -1.85 -0.32 0.000
C -0.43005 -7.75045 -0.59083 -0.17 -0.16 -0.26 0.006
C -0.33589 -6.30201 -0.04999 0.31 -2.07 0.81 0.029
C -1.61682 -5.92750 0.72597 -0.27 0.39 -0.14 0.016
C -2.80643 -5.61733 -0.17009 0.00 -0.07 0.00 -0.020
C -2.43706 -4.53776 -1.17737 0.08 -0.02 0.39 0.017
C -1.19066 -4.89867 -2.01233 -0.91 -0.10 -1.85 0.036
N -0.03107 -5.35889 -1.16993 0.02 3.67 2.53 0.300
O 0.54002 -4.24885 -0.61612 -0.54 -2.10 -1.43 0.613
C -1.57996 -5.98617 -3.04371 -0.04 -0.32 0.02 0.012
C -0.83328 -3.67659 -2.89899 0.56 0.12 0.48 -0.017
C 0.80930 -6.40198 0.99886 0.12 0.80 -0.30 -0.004
H 0.56483 -8.15981 -0.79207 -0.06 0.18 0.04 -0.003
H -0.90913 -8.40848 0.14174 0.12 0.20 0.04 -0.001
H -0.99428 -7.86020 -1.51015 -0.08 0.10 -0.02 -0.002
H -1.42739 -5.04730 1.35092 0.20 0.01 -0.13 0.005
H -1.89288 -6.72946 1.41971 0.31 -0.04 -0.15 0.001
H -3.14434 -6.52777 -0.67644 0.02 0.05 -0.02 0.000
H -3.64602 -5.27416 0.44150 0.03 -0.05 -0.05 0.002
H -3.29308 -4.35609 -1.83696 0.27 -0.02 -0.17 0.000
H -2.26679 -3.59713 -0.63747 0.17 -0.10 -0.07 0.005
H -0.69325 -6.41909 -3.51604 -0.05 0.03 0.12 -0.007
H -2.19651 -5.56725 -3.84505 0.14 0.18 0.20 0.000
H -2.18123 -6.78971 -2.62164 0.11 -0.04 0.06 0.001
H -0.65491 -2.77005 -2.31682 0.14 -0.20 0.09 0.007
H -1.65016 -3.43885 -3.58813 -0.02 -0.33 0.21 0.000
H 0.05608 -3.87813 -3.50620 -0.07 0.00 0.14 0.000
H 1.77124 -6.60382 0.51979 -0.12 0.07 -0.03 0.000
H 0.61569 -7.21606 1.70286 -0.23 -0.03 -0.27 0.000
H 0.91175 -5.49152 1.59636 -0.02 -0.05 -0.24 0.000
C -4.12225 7.11165 1.43682 -0.03 0.16 -0.31 0.008
C -3.06608 6.19616 2.10448 -1.56 1.44 0.68 0.026
C -1.81102 7.00723 2.49244 0.44 -0.11 -0.18 0.019
C -0.91187 7.34408 1.31211 -0.05 0.03 -0.01 -0.021
C -0.53798 6.07437 0.55977 0.00 0.08 0.39 0.018
C -1.76946 5.26170 0.10866 0.28 0.18 -2.15 0.037
N -2.76149 5.03562 1.21257 2.90 -1.79 2.67 0.299
O -2.27100 4.03846 1.99771 -1.36 1.34 -1.53 0.620
C -2.43831 5.99136 -1.08235 -0.18 0.27 -0.03 0.019
C -1.26698 3.93377 -0.51841 -0.28 -0.31 0.68 -0.016
C -3.76162 5.78474 3.43426 0.45 -0.71 -0.18 -0.007
H -5.12253 6.67291 1.50672 0.17 -0.07 0.03 -0.002
H -4.16077 8.08700 1.93330 0.06 -0.21 0.09 -0.001
H -3.95328 7.31431 0.38518 0.13 -0.03 -0.03 -0.001
H -1.21524 6.44333 3.21924 -0.15 -0.17 -0.07 0.003
H -2.09632 7.93556 2.99997 -0.26 -0.22 -0.05 0.001
H -1.41050 8.06056 0.65063 0.02 -0.05 -0.01 0.000
H -0.00356 7.83632 1.67199 -0.07 0.00 -0.04 0.002
H 0.07703 6.34004 -0.30746 -0.22 -0.22 -0.08 -0.001
H 0.10116 5.45855 1.20588 -0.20 -0.07 -0.03 0.003
H -3.42271 5.56824 -1.30325 0.07 0.05 0.11 -0.011
H -1.83745 5.89463 -1.99197 0.06 -0.16 0.24 0.000
H -2.54279 7.06459 -0.93114 -0.10 -0.03 0.08 0.001
H -0.65118 3.34822 0.16743 -0.32 0.15 0.04 0.004
H -0.64294 4.12770 -1.39710 -0.16 0.29 0.17 0.000
H -2.10760 3.31158 -0.84604 0.04 0.10 0.11 -0.002
H -4.63162 5.14902 3.24821 0.13 0.02 -0.06 -0.001
H -4.11044 6.66889 3.97514 0.09 0.10 -0.33 0.000
H -3.08916 5.25058 4.11169 -0.05 -0.02 -0.24 0.000
```
Forces are in eV/Å.

Values from the calculation:
calculated total energy = -1874.35843 hartree
LUMO level (spin up / spin down) = 0.134 / -0.277 eV
highest occupied orbital energy (spin up / spin down) = -8.97 / -9.15 eV
spin multiplicity = 3
total charge = 0
strongest force on any atom = 5.80 eV/Å

Here is C27H48AsNSi3TeV as an isolated structure at a distorted geometry from OMol25. Energies are from wB97M-V/def2-TZVPD.

Structure (XYZ):
```
82
Properties=species:S:1:pos:R:3:forces:R:3:mulliken_spin:R:1
V 0.26113 -0.61354 -0.03987 0.77 0.12 0.14 1.025
C 2.19514 -0.08948 0.28483 0.29 0.40 0.61 -0.011
Si 1.50366 1.08074 1.56811 0.28 0.34 -0.17 -0.025
C 0.25608 -0.03591 2.55351 0.94 0.53 0.27 0.028
N -0.76890 -0.59458 1.66901 -0.79 -0.30 0.84 0.006
C -1.91605 0.29835 1.47975 -0.88 0.59 -0.07 0.040
C -3.12660 -0.03340 2.37135 0.09 -0.01 0.05 0.004
C -2.67706 -0.61257 3.70945 -0.09 -0.02 -0.07 0.000
C -1.88397 -1.90895 3.48693 0.08 0.22 -0.09 0.008
C -1.22402 -1.91134 2.09427 -0.27 -1.08 0.57 0.020
C 2.67257 1.91179 2.80240 -0.36 -0.47 -0.35 -0.007
C 3.08797 1.27952 3.96649 -0.08 -0.12 0.08 0.001
C 4.00375 1.87651 4.81379 0.09 0.02 0.15 0.000
C 4.52242 3.12259 4.50254 0.00 0.01 0.02 0.000
C 4.12959 3.75970 3.33648 0.10 0.08 0.06 0.000
C 3.21622 3.15352 2.49575 -0.09 0.09 -0.14 0.001
C 0.51635 2.51097 0.78859 0.57 -0.42 0.24 0.001
C -0.05331 3.48756 1.60182 -0.06 0.06 0.08 0.006
C -0.73390 4.56297 1.05763 -0.05 -0.02 0.12 0.000
C -0.83100 4.69131 -0.31886 0.00 0.01 -0.09 -0.001
C -0.25015 3.74037 -1.14180 -0.15 0.09 -0.19 0.000
C 0.39993 2.64943 -0.59040 0.08 -0.18 -0.06 0.047
H 2.80651 -0.88266 0.73057 0.05 0.04 0.02 0.015
H 2.79398 0.42361 -0.46899 -0.09 0.15 -0.02 0.001
H -0.17624 0.50344 3.40062 -0.06 0.04 -0.05 -0.006
H 0.84054 -0.85992 2.96905 -0.02 -0.06 0.02 -0.011
H -2.23314 0.23702 0.42506 0.06 0.12 0.13 -0.033
H -1.59500 1.32576 1.67208 0.03 -0.21 -0.14 -0.016
H -3.77321 -0.75422 1.86393 -0.06 0.04 0.02 0.001
H -3.70714 0.87800 2.53639 0.00 -0.09 -0.15 0.000
H -3.54665 -0.80777 4.33758 0.03 0.06 0.05 0.000
H -2.06460 0.13026 4.22723 -0.07 -0.06 0.05 0.000
H -2.54828 -2.77346 3.55608 0.07 0.00 -0.02 0.000
H -1.12834 -2.02056 4.26729 -0.02 -0.05 -0.04 0.000
H -1.94872 -2.27449 1.35374 0.21 0.06 0.04 0.002
H -0.37099 -2.60511 2.08523 -0.25 0.22 -0.13 -0.023
H 2.68856 0.30539 4.21728 0.01 -0.11 0.08 0.000
H 4.31498 1.37156 5.71643 0.02 -0.04 0.09 0.000
H 5.22741 3.59755 5.16722 0.10 0.04 0.07 0.000
H 4.53598 4.72773 3.08389 0.04 0.10 -0.02 0.000
H 2.90992 3.65260 1.58665 0.00 0.11 -0.08 0.000
H 0.04994 3.40734 2.67773 0.00 0.05 0.08 0.000
H -1.17669 5.30477 1.70662 -0.04 0.07 0.04 0.000
H -1.35712 5.53070 -0.74853 -0.01 0.09 -0.05 0.000
H -0.30235 3.85164 -2.21621 -0.05 0.00 -0.04 0.000
H 0.83411 1.89384 -1.24047 0.06 0.06 -0.07 -0.036
C 1.23983 -1.09011 -5.32647 -0.30 0.31 0.73 -0.001
Si 0.89948 0.00655 -3.77757 0.55 0.34 -1.28 -0.003
C 2.63396 0.71327 -3.32099 -0.72 -0.40 0.22 -0.002
C -0.16405 1.48920 -4.40642 0.24 -0.70 0.50 0.000
As -0.04438 -1.50549 -2.23525 -0.47 -0.24 -1.62 -0.029
Si -2.29770 -0.96810 -2.55704 -1.25 -0.15 -0.40 -0.004
C -2.84149 -1.50664 -4.32211 0.40 0.25 0.62 -0.002
C -2.92845 0.83277 -2.23702 0.55 -0.59 0.06 -0.008
C -3.36054 -2.09291 -1.40399 0.66 0.37 -0.24 0.006
H 1.57079 -0.52278 -6.19105 0.07 0.24 -0.11 0.000
H 0.33824 -1.63427 -5.59649 -0.14 -0.09 -0.07 0.000
H 2.00488 -1.82563 -5.08974 0.11 -0.12 0.07 0.000
H 3.27681 0.75098 -4.19369 -0.02 -0.01 -0.32 0.000
H 3.12157 0.07257 -2.59254 0.10 -0.11 0.12 0.001
H 2.58806 1.71552 -2.90727 -0.07 0.20 0.15 0.000
H 0.39195 2.12409 -5.08895 0.28 0.03 -0.12 0.000
H -0.51263 2.10373 -3.58407 -0.09 0.14 0.19 0.000
H -1.03874 1.12711 -4.93688 -0.20 -0.10 -0.09 0.000
H -2.42483 -0.84219 -5.07230 0.10 0.13 -0.19 0.000
H -3.91871 -1.53202 -4.45971 -0.22 0.08 0.12 0.000
H -2.45322 -2.50371 -4.51789 0.06 -0.14 -0.01 0.000
H -2.93046 1.41303 -3.15080 0.07 0.13 -0.29 -0.001
H -2.28012 1.35277 -1.52982 0.02 0.10 0.02 0.002
H -3.94069 0.85375 -1.83964 -0.15 -0.17 0.07 -0.001
H -3.12353 -3.13521 -1.59168 0.08 -0.25 -0.02 0.001
H -4.42675 -1.96766 -1.56503 -0.18 0.17 -0.15 0.000
H -3.16566 -1.89455 -0.35265 0.01 0.02 0.21 -0.001
C 2.17031 -5.84864 0.73037 -0.20 0.50 0.08 0.000
Te 1.53166 -3.88318 0.00041 -0.01 -0.97 -0.23 0.004
C -0.07791 -4.82829 -1.07566 0.11 0.28 -0.10 -0.003
H 2.49228 -6.46825 -0.09726 0.04 0.09 -0.23 0.000
H 1.35023 -6.33858 1.24430 -0.13 0.07 0.06 0.000
H 2.99362 -5.72231 1.42139 0.16 0.08 0.10 0.000
H -0.31285 -5.77878 -0.61405 0.02 -0.11 0.22 0.000
H 0.20716 -4.98090 -2.11124 0.09 0.04 -0.02 0.000
H -0.94145 -4.17373 -1.04943 -0.06 0.03 0.04 0.003
```
Forces are in eV/Å.

Values from the calculation:
calculated total energy = -5428.58572 hartree
energy relative to the best compared isomer or geometry (same formula, charge and spin) = 0.702 eV
LUMO level (spin up / spin down) = 0.232 / 0.236 eV
highest occupied orbital energy (spin up / spin down) = -6.28 / -5.85 eV
spin multiplicity = 2
total charge = 0
strongest force on any atom = 1.70 eV/Å